The following is a DFT calculation (ωB97M-V with the def2-TZVPD basis set) of one molecule with the formula C22H29N3O5S.

Last column: Mulliken charge in e.
Cartesian coordinates (Å):
C  1.195281  -6.538037  -3.237996  -0.66
H  0.211122  -6.917859  -2.955999  0.29
H  1.159215  -6.212698  -4.279763  0.29
H  1.954907  -7.303395  -3.102179  0.23
O  1.565962  -5.456391  -2.396588  -0.29
C  0.734882  -4.406014  -2.395928  0.52
O  -0.271315  -4.358575  -3.059247  -0.61
C  1.191732  -3.317092  -1.492186  0.48
C  0.391410  -2.194648  -1.379626  -0.74
C  0.780863  -1.142684  -0.546779  0.14
N  -0.006628  -0.032626  -0.449429  -0.08
C  0.362615  0.931524  0.320677  0.58
N  1.504184  0.943742  1.057914  0.16
C  2.384398  -0.146875  1.046588  0.24
O  3.383690  -0.132281  1.735150  -0.71
C  1.988130  -1.239854  0.166637  0.55
C  2.783444  -2.381662  0.044898  -0.97
C  2.393174  -3.412485  -0.776577  -0.74
H  3.001087  -4.296489  -0.880048  0.48
H  3.703367  -2.424646  0.608213  0.49
C  1.800180  1.995222  2.010935  -1.58
H  2.879981  2.161487  2.001121  0.48
H  1.280650  2.904204  1.708903  0.58
C  1.366209  1.543946  3.414907  -0.95
N  -0.022897  1.125663  3.390547  0.58
C  -0.288524  -0.126240  4.075181  -0.69
C  -1.732624  -0.537921  3.786043  -0.62
H  -1.988569  -1.454071  4.320591  0.35
O  -2.640743  0.444002  4.221517  -0.42
C  -2.377860  1.674523  3.590132  -0.26
C  -0.947286  2.147093  3.849875  -0.85
H  -0.765839  3.068147  3.293725  0.51
H  -0.820754  2.346020  4.928779  0.36
H  -3.099236  2.387534  3.991655  0.36
H  -2.527719  1.573720  2.505358  0.02
H  -1.847260  -0.701305  2.702815  0.25
H  0.390440  -0.893838  3.696901  0.44
H  -0.151939  -0.033675  5.166840  0.34
H  1.997747  0.701130  3.704374  0.60
H  1.544357  2.362283  4.124542  0.36
S  -0.651366  2.367038  0.374690  -0.33
C  -2.044907  1.857144  -0.689786  -0.39
C  -2.259288  2.888622  -1.784843  -0.12
O  -2.997781  3.820420  -1.594670  -0.61
C  -1.552297  2.655722  -3.114620  2.30
C  -1.682063  3.919152  -3.968240  -1.87
H  -1.246243  3.757177  -4.950712  0.43
H  -2.728086  4.188920  -4.086780  0.39
H  -1.171238  4.751750  -3.490536  0.40
C  -2.279848  1.492578  -3.807073  -1.71
H  -2.159181  0.563683  -3.255588  0.30
H  -1.868818  1.352090  -4.803998  0.45
H  -3.342074  1.708075  -3.900116  0.40
C  -0.074599  2.306428  -2.926922  -1.63
H  0.398837  2.217783  -3.902398  0.58
H  0.436967  3.089066  -2.370378  0.33
H  0.051538  1.360729  -2.407255  0.18
H  -2.927626  1.834232  -0.049333  0.52
H  -1.785861  0.864951  -1.052704  0.27
H  -0.530780  -2.133509  -1.935829  0.59

Atoms 1-6, force components in eV/Å:
-0.258 -0.216 -0.291
0.098 0.007 -0.037
0.007 -0.055 0.084
-0.030 0.053 0.004
0.217 0.243 0.283
-0.261 -0.139 -0.252

The calculation puts the HOMO energy at -0.3168 hartree. The largest force on an atom is 1.0 eV/Å. For the frontier orbital gap, the calculation gives 8.38 eV. Its structure (SMILES) is COC(=O)c1ccc2c(=O)n(CCN3CCOCC3)c(SCC(=O)C(C)(C)C)nc2c1.


The following is a DFT calculation (ωB97M-V with the def2-TZVPD basis set) of C6H6ClIO as an isolated structure.

Last column: Mulliken charge in e.
Cartesian coordinates (Å):
C  -0.730704  0.018201  -1.233428  -0.10
C  -0.396370  1.394894  -1.061157  -0.96
C  -0.554375  -0.939718  -0.289598  -0.53
C  0.581359  1.706796  -0.178142  0.18
C  -0.318550  -0.492600  0.997906  0.16
C  0.301854  -1.338201  2.020991  -0.68
O  0.813751  1.037946  0.902898  -0.44
Cl  1.908984  -1.948325  1.317456  -0.20
I  -1.977437  0.546537  1.876470  0.17
H  -0.979592  -0.279521  -2.151260  0.53
H  -0.595546  2.096964  -1.784153  0.44
H  -0.427237  -1.989831  -0.617306  0.28
H  1.242709  2.506483  -0.558969  0.33
H  -0.220624  -2.241694  2.239423  0.40
H  0.420088  -0.690095  2.868717  0.43

Atoms 1-6, force components in eV/Å:
0.472 1.693 2.724
-0.574 -2.154 0.556
0.386 -0.432 -1.483
0.208 -0.322 0.940
-0.102 1.323 0.388
1.843 0.228 -0.693

The calculation puts the HOMO energy at -0.3081 hartree. The largest force on an atom is 4.0 eV/Å. For the frontier orbital gap, the calculation gives 8.30 eV.


The following is a DFT calculation (ωB97M-V with the def2-TZVPD basis set) of a 3-piece molecular cluster, C2H8OS2 overall.

Last column: Mulliken charge in e.
Cartesian coordinates (Å):
C  0.932823  -0.232993  1.918609  -0.53
S  2.015763  0.339669  0.437000  -0.59
S  -2.223272  -0.699248  0.573562  -0.23
C  -1.726616  0.630746  -0.475553  -0.64
H  0.375703  0.561392  2.440686  0.23
H  0.158221  -1.049980  1.457126  -0.06
H  1.678988  -0.736527  2.495029  0.28
H  -1.243666  1.547948  -0.011453  0.26
H  -0.971104  0.354161  -1.304411  0.12
H  -2.547825  1.100505  -1.024398  0.35
H  0.773314  -1.120648  -2.756922  0.28
H  1.291969  -0.167282  -1.414599  0.21
O  1.485700  -0.527746  -2.334678  -0.66

Atoms 1-6, force components in eV/Å:
-0.660 -0.744 -3.107
-1.095 0.112 1.590
-0.033 0.097 0.102
2.199 1.546 -1.597
0.343 -0.366 -0.241
1.352 1.725 1.156

Its multiplicity is 2. The net charge is -1. The calculation puts the HOMO energy (spin up / spin down) at -0.1171 / -0.1059 hartree. The largest force on an atom is 3.3 eV/Å. For the frontier orbital gap (spin up / spin down), the calculation gives 6.56 / 4.22 eV. The expectation value of S² is 0.756.


The following is a DFT calculation (ωB97M-V with the def2-TZVPD basis set) of an isolated ion of composition C5H13N2O and charge -1.

Last column: Mulliken charge in e.
Cartesian coordinates (Å):
C  0.114049  -1.291337  -0.621520  -0.76
N  0.413348  -0.161686  -1.531197  -0.47
C  1.786264  0.339499  -1.445168  -0.68
C  2.078701  1.358315  -0.234387  -0.33
O  0.987161  1.659510  0.499077  -0.90
C  -1.205634  -1.181312  0.139483  -0.55
N  -1.081308  -0.372725  1.351785  -0.45
C  -2.298835  0.318372  1.752189  -0.97
H  0.901451  -1.527315  0.105332  0.34
H  0.039336  -2.149916  -1.283725  0.41
H  -0.123801  0.640786  -1.184741  0.25
H  1.951623  0.884055  -2.382171  0.32
H  2.518800  -0.469275  -1.454659  0.36
H  2.926038  0.860679  0.307258  0.16
H  2.496379  2.271122  -0.726472  0.25
H  -1.452717  -2.194392  0.485061  0.30
H  -1.968552  -0.803745  -0.559114  0.37
H  -0.299920  0.305753  1.193979  0.41
H  -2.379976  0.225350  2.838440  0.27
H  -3.158484  -0.085845  1.305930  0.41
H  -2.243924  1.374111  1.444610  0.26

Atoms 1-6, force components in eV/Å:
-0.086 0.023 -0.454
-0.115 0.245 0.960
0.038 0.686 -0.399
-0.454 -0.430 -0.385
-0.135 -0.353 0.084
0.551 -0.026 0.398

The net charge is -1. The calculation puts the HOMO energy at -0.1057 hartree. The largest force on an atom is 2.1 eV/Å. For the frontier orbital gap, the calculation gives 7.05 eV. Its structure (SMILES) is CNCCNCC[O-].


The following is a DFT calculation (ωB97M-V with the def2-TZVPD basis set) of C8H12Cl3P as an isolated structure.

Last column: Mulliken charge in e.
Cartesian coordinates (Å):
C  0.359522  -0.093872  -1.262468  -0.85
C  -1.040834  0.559352  -1.004770  0.04
C  1.420931  0.046182  -0.472840  1.22
C  -1.915659  0.283538  -0.033396  0.29
C  3.478533  -1.396347  -0.040568  -1.02
C  2.733054  -0.389162  -0.954280  -0.92
C  1.471939  0.683174  0.889125  -0.80
C  -3.470418  0.760598  0.155166  -0.84
P  -4.333405  -0.650817  1.059413  -0.02
Cl  -1.572057  1.708620  -2.179971  -0.22
Cl  -1.581862  -0.854272  1.202745  -0.25
Cl  0.494773  2.185871  1.124459  -0.17
H  0.449908  -0.742620  -2.095307  0.31
H  4.387312  -1.702664  -0.549588  0.37
H  2.815539  -2.195318  0.093647  0.34
H  3.580515  -0.888825  1.016844  0.23
H  2.702483  -0.884212  -2.007521  0.28
H  3.422791  0.421628  -0.704154  0.35
H  2.504879  0.836192  1.109096  0.46
H  1.037913  -0.087838  1.654267  0.29
H  -3.768073  0.993808  -0.785969  0.54
H  -3.571938  1.642176  0.802699  0.33
H  -5.462325  -0.085814  0.669091  0.02
H  -4.143530  -0.149374  2.314284  0.02

Atoms 1-6, force components in eV/Å:
-2.199 1.404 1.674
0.934 -1.444 0.296
-1.032 0.528 -0.117
-2.091 0.731 0.148
-0.773 1.704 1.507
1.763 -1.781 -0.307

The calculation puts the HOMO energy at -0.3214 hartree. The largest force on an atom is 4.9 eV/Å. For the frontier orbital gap, the calculation gives 9.42 eV.


The following is a DFT calculation (ωB97M-V with the def2-TZVPD basis set) of C33H37FeI2N4O2STe as an isolated structure.

Last column: Mulliken charge in e.
Cartesian coordinates (Å):
Fe  0.935932  1.272849  0.889995  0.20
I  0.328766  -0.307410  -4.080958  -0.01
C  1.767745  0.917120  -3.209223  -0.45
C  2.819040  1.396421  -4.012060  -0.26
C  3.803650  2.194360  -3.501667  -0.33
I  5.309400  2.877757  -4.775117  0.06
C  3.787763  2.537267  -2.123864  1.29
C  4.741626  3.354060  -1.477726  -0.85
C  4.618260  3.629431  -0.144938  -1.09
C  3.543053  3.077980  0.568250  -0.56
N  2.645653  2.305288  0.003347  -0.39
C  2.737006  2.036792  -1.325261  0.51
C  1.665394  1.224323  -1.858988  -0.74
O  0.698278  0.855362  -1.085912  0.90
H  2.836456  1.121424  -5.058049  0.38
H  5.566291  3.757939  -2.049909  0.21
H  5.335160  4.255605  0.367068  0.43
H  3.417964  3.279142  1.624505  0.70
C  0.959215  5.005514  -0.906688  -0.95
N  -0.127291  4.103951  -1.201780  0.14
C  -0.548281  3.845773  -2.578468  -0.45
C  -1.681527  2.815687  -2.411371  -0.41
N  -1.761817  2.675350  -0.962369  0.02
C  -0.799269  3.346776  -0.334257  0.39
S  -0.511381  3.209326  1.348542  -0.50
H  0.711868  6.012308  -1.248830  0.36
H  1.871957  4.676981  -1.409945  0.27
H  1.120626  5.016757  0.167878  0.31
H  0.292050  3.446761  -3.152115  0.21
H  -0.885351  4.770197  -3.050304  0.45
H  -1.430045  1.861621  -2.873139  -0.07
H  -2.626094  3.175849  -2.817748  0.48
H  -2.207737  1.894317  -0.499044  -0.01
C  3.546282  0.793991  3.199192  -1.20
C  2.698426  -0.367919  2.692145  0.48
O  3.151389  -1.511898  2.799012  -0.63
N  1.490293  -0.059900  2.189697  -0.06
Te  0.377147  -2.008940  2.011179  0.69
C  -0.394060  -3.674266  0.788984  -0.24
C  0.305096  -4.105328  -0.336271  1.20
C  1.561943  -3.443034  -0.844288  -1.92
C  -0.200868  -5.180189  -1.069808  -1.03
C  -1.370361  -5.826873  -0.708927  0.75
C  -1.900344  -6.988166  -1.505286  -1.54
C  -2.042506  -5.386052  0.427370  -1.03
C  -1.572040  -4.323652  1.187492  1.19
C  -2.348475  -3.896855  2.407072  -1.30
C  -1.342873  -0.788697  1.680907  -0.36
C  -1.997425  -0.687213  0.447105  1.88
C  -1.522926  -1.353341  -0.813507  -1.44
C  -3.170402  0.070801  0.370531  -1.37
C  -3.684404  0.757738  1.458506  1.40
C  -4.927001  1.596168  1.340752  -1.90
C  -3.004203  0.662079  2.665863  -1.08
C  -1.856604  -0.106240  2.802717  1.22
C  -1.201200  -0.170835  4.155891  -1.79
H  3.854672  0.566211  4.219306  0.44
H  3.006424  1.739491  3.191934  0.12
H  4.449739  0.869690  2.591870  0.28
H  2.061909  -2.844802  -0.084057  0.19
H  1.331554  -2.782782  -1.686376  0.22
H  2.269229  -4.192672  -1.200777  0.57
H  0.341642  -5.514894  -1.948730  0.35
H  -1.306161  -7.154692  -2.403140  0.37
H  -2.934277  -6.816612  -1.809367  0.34
H  -1.882701  -7.906502  -0.915224  0.33
H  -2.956205  -5.887601  0.731804  0.36
H  -3.178495  -4.578632  2.590536  0.44
H  -2.756988  -2.890399  2.290612  0.16
H  -1.714133  -3.886622  3.296103  0.26
H  -0.436090  -1.370157  -0.869067  -0.29
H  -1.886040  -0.802979  -1.682054  0.48
H  -1.886574  -2.380233  -0.883035  0.28
H  -3.693707  0.114207  -0.581687  0.42
H  -5.343412  1.548465  0.334611  0.35
H  -4.711268  2.641306  1.572140  0.36
H  -5.694249  1.259556  2.039668  0.45
H  -3.379821  1.198010  3.530985  0.38
H  -1.795580  0.368136  4.892323  0.47
H  -0.200237  0.263722  4.123464  0.19
H  -1.088478  -1.203475  4.491975  0.30

Atoms 1-6, force components in eV/Å:
0.011 -0.107 0.074
-0.012 -0.009 0.008
0.029 0.013 -0.024
-0.009 -0.016 -0.002
-0.008 0.000 0.031
0.005 0.004 -0.009

Its multiplicity is 6. The calculation puts the HOMO energy (spin up / spin down) at -0.2376 / -0.2869 hartree. The largest force on an atom is 0.1 eV/Å. For the frontier orbital gap (spin up / spin down), the calculation gives 6.13 / 7.31 eV. The expectation value of S² is 8.770.


Q: Which formula does entry 6 have?
A: C33H37FeI2N4O2STe